Record 1
# C26H26BrN6RhSTe

C26H26BrN6RhSTe as an isolated structure (ωB97M-V with the def2-TZVPD basis set, the OMol25 dataset).

Last column: Mulliken charge in e.
Atoms and positions in Å:
Rh -0.4352 -0.1458 -1.3027  -0.0145
C 5.2603 0.0424 -0.4299  -1.7492
C 4.2133 -1.0641 -0.6077  2.3847
C 4.6039 -1.9926 -1.7639  -1.7138
C 4.0344 -1.8592 0.6928  -1.4302
C 2.9221 -0.4296 -0.9454  -0.7880
N 1.8846 0.0121 -1.1559  -0.0698
H 6.2001 -0.4085 -0.1103  0.4189
H 4.9448 0.7610 0.3263  0.3791
H 5.4312 0.5739 -1.3670  0.4011
H 5.5592 -2.4643 -1.5302  0.4188
H 4.7094 -1.4374 -2.6967  0.4091
H 3.8549 -2.7721 -1.9056  0.3583
H 4.9998 -2.2774 0.9805  0.4325
H 3.3268 -2.6773 0.5548  0.3100
H 3.6717 -1.2307 1.5068  0.2821
N -4.1527 1.3210 -1.8096  -0.3026
C -3.6622 0.6490 -0.7271  0.2278
S -2.8576 -0.8162 -0.9168  -0.3810
N -3.8523 1.2774 0.4403  -0.2148
C -3.5141 0.8260 1.7468  0.6333
C -3.7155 -0.4857 2.1433  -0.2610
C -3.4494 -0.8425 3.4564  -0.6555
C -2.9939 0.0973 4.3692  -0.5852
C -2.7961 1.4088 3.9608  -0.5421
C -3.0560 1.7740 2.6502  -0.4859
H -4.1082 0.8173 -2.6810  0.2823
H -4.9378 1.9415 -1.6917  0.2167
H -4.0338 2.2690 0.3777  0.2740
H -4.0768 -1.2201 1.4377  0.4556
H -3.6035 -1.8679 3.7648  0.3920
H -2.7873 -0.1911 5.3907  0.3966
H -2.4201 2.1468 4.6568  0.3693
H -2.8853 2.7926 2.3194  0.3101
N 2.2755 -0.9584 3.5665  -0.6632
C 1.2900 -0.5566 3.1105  0.5309
N 0.1319 -0.1462 2.6462  -0.5395
C -0.1177 0.4164 1.5477  0.7857
N -0.3799 0.9571 0.5330  -0.6516
Te -0.8005 1.4635 -3.3618  -0.0524
C -0.5902 3.1162 -2.0860  0.3953
C -1.6826 3.9313 -1.8076  -0.2873
C -1.5425 4.9816 -0.9111  -0.5545
C -0.3139 5.2291 -0.3125  -0.4859
C 0.7800 4.4310 -0.6187  -0.5487
C 0.6463 3.3697 -1.5011  -0.3155
H -2.6378 3.7471 -2.2863  0.4096
H -2.3921 5.6153 -0.6899  0.4005
H -0.2091 6.0423 0.3938  0.4009
H 1.7409 4.6285 -0.1622  0.3833
H 1.4939 2.7326 -1.7144  0.3255
Br 0.2841 -6.9170 -1.4163  -0.2075
C 0.0951 -5.0283 -1.4077  0.1092
C 0.2600 -4.3338 -0.2213  -0.6252
C 0.1438 -2.9464 -0.2331  0.5604
C -0.1319 -2.2533 -1.4107  -0.7845
C -0.3083 -2.9841 -2.5814  0.0614
C -0.1922 -4.3717 -2.5911  -0.4699
H 0.4712 -4.8631 0.6984  0.4558
H 0.2732 -2.4142 0.7054  0.4311
H -0.5374 -2.4825 -3.5166  0.3638
H -0.3281 -4.9338 -3.5056  0.4141

Force components x, y, z for each atom (eV/Å):
0.0 0.0 -0.2
0.0 0.0 0.0
0.0 0.1 -0.1
0.0 0.0 0.0
-0.1 0.1 0.0
0.0 -0.2 0.2
0.3 0.1 -0.2
0.0 0.0 0.0
0.0 0.0 0.0
0.0 0.0 0.0
0.0 0.0 0.0
0.0 0.0 0.0
0.0 0.0 0.0
0.0 0.0 0.0
0.0 0.0 0.0
0.0 0.0 0.0
0.1 -0.1 0.0
-0.1 0.0 -0.1
-0.3 -0.2 -0.3
0.2 0.1 0.1
-0.1 0.1 0.0
-0.1 -0.1 0.0
0.0 0.0 0.0
0.0 0.0 0.0
0.0 0.0 0.0
0.0 0.0 0.0
0.0 0.0 0.1
0.0 0.0 0.0
-0.1 0.0 0.0
0.0 0.0 0.1
0.0 0.0 0.0
0.0 0.0 0.0
0.0 0.0 0.0
0.0 0.0 0.0
0.0 0.0 0.1
0.1 0.2 -0.4
-0.5 -0.3 0.6
0.7 0.2 -0.3
-0.2 0.0 0.1
0.0 -0.1 0.1
0.0 0.1 -0.1
0.0 0.0 0.0
0.0 0.0 0.0
0.0 0.0 0.0
0.0 0.0 0.0
-0.1 0.0 0.1
0.0 0.0 0.0
0.0 0.0 0.0
0.0 0.0 0.0
0.0 0.0 0.0
0.0 0.0 0.0
0.0 -0.1 0.0
0.0 0.0 0.0
0.0 0.1 0.0
0.1 -0.1 0.0
-0.1 0.1 0.2
0.0 0.0 0.0
0.0 0.1 0.0
0.0 0.0 0.0
0.0 0.0 0.0
0.0 0.0 0.0
0.0 0.0 0.0

Output
energy relative to the best compared isomer or geometry (same formula, charge and spin) = 10.9 kcal/mol
LUMO level (spin up / spin down) = 0.07 / -2.49 eV
spin multiplicity = 5
energy = -4685.5676 hartree
expectation value of S² = 6.02

=====

Record 2
# C33H32N7O14

A 7-piece molecular cluster, C33H32N7O14 overall in a non-equilibrium geometry (ωB97M-V with the def2-TZVPD basis set, the OMol25 dataset).

Last column: Mulliken charge in e.
Atoms and positions in Å:
N 1.0686 -0.4898 -0.9417  0.5439
O 1.6609 0.4560 -1.4725  -0.5107
O 1.6052 -1.5771 -0.7427  -0.6621
O -0.0136 -0.2710 -0.4293  -0.2572
C 2.6734 -4.3142 2.8911  -0.5602
C 1.9581 -4.6356 4.2047  -0.4035
C 0.4820 -4.9235 4.1350  -0.6605
C -0.2958 -4.4173 2.8654  0.2538
C 0.4681 -4.0540 1.6196  0.3045
C 2.0772 -3.9802 1.7050  -0.8770
N -1.8507 -4.4413 2.7416  0.9487
O -2.5125 -5.0434 3.6273  -0.5831
O -2.3242 -3.9530 1.7442  -0.5009
H 3.7348 -4.2083 2.9947  0.4805
H 2.4156 -4.6803 5.1435  0.4660
H -0.1355 -5.1850 4.9906  0.4006
H 0.0427 -3.8969 0.5952  -0.0368
H 2.5266 -3.8975 0.8511  0.8026
C -4.5921 0.4876 -0.1501  -0.4680
C -5.5050 1.0341 0.9114  -0.6817
C -5.3603 0.5344 2.3941  -0.6711
C -4.1082 -0.2930 2.8056  0.0363
C -3.1929 -0.7126 1.6509  -0.4393
C -3.4309 -0.1723 0.1996  -0.2518
N -3.8149 -0.6838 4.1602  1.0063
O -4.5443 -0.2437 5.1053  -0.6173
O -2.8223 -1.2939 4.2974  -0.5694
H -4.7599 0.9011 -1.1653  0.3648
H -6.2214 1.5694 0.6182  0.6635
H -6.0256 0.9797 3.0236  0.4857
H -2.3689 -1.2277 1.9124  0.9753
H -2.6456 -0.5282 -0.5685  0.1403
C 0.3636 2.8250 0.8448  -0.2745
C -0.7717 3.6091 1.5769  -1.2012
C -0.8479 5.0552 1.3785  -0.4402
C 0.4474 5.8125 0.8732  -0.0271
C 1.4970 4.9691 0.2670  -0.1993
C 1.3423 3.4981 0.2000  0.1171
N 0.3674 7.2327 0.7366  0.9077
O 1.5064 7.7933 0.5536  -0.5898
O -0.6236 7.8716 0.8892  -0.5954
H 0.2403 1.7552 0.7595  0.3190
H -1.4150 3.1456 2.0369  0.9043
H -1.6857 5.7525 1.4893  0.4006
H 2.4297 5.4213 -0.1997  0.3523
H 2.1098 2.8320 -0.4430  0.2788
C -1.9424 -3.3626 -2.0159  0.2281
C -3.2320 -4.1737 -2.2940  -0.5688
C -4.1849 -3.7946 -3.3785  -0.3896
C -3.5314 -2.9866 -4.5707  -0.0691
C -2.3313 -2.0937 -4.2752  -0.2055
C -1.5059 -2.3575 -2.9082  -0.0014
N -4.2725 -2.7647 -5.8291  0.8843
O -3.6101 -2.1693 -6.7325  -0.5615
O -5.1916 -3.4985 -6.0428  -0.5745
H -1.4553 -3.7485 -1.0062  -0.0913
H -3.7925 -4.9221 -1.5841  0.2336
H -5.3055 -4.3025 -3.5939  0.2566
H -1.8130 -1.3994 -4.9416  0.3749
H -0.6289 -1.7984 -2.6343  0.4111
C 4.3497 -0.5912 1.1465  0.0294
C 5.2009 0.3747 0.3860  -0.2781
C 6.2436 1.2171 1.0502  -0.6125
C 6.5290 0.8761 2.5532  0.1865
C 5.7194 -0.2513 3.2392  -0.4599
C 4.5133 -0.9252 2.5361  -0.3076
N 7.7292 1.4971 3.2908  0.8285
O 8.0627 2.6086 3.0051  -0.5170
O 8.1864 0.8336 4.3032  -0.5659
H 3.4383 -1.0717 0.6963  0.2291
H 5.0321 0.5744 -0.8284  0.2149
H 6.9303 1.6822 0.5064  0.5206
H 6.0608 -0.3741 4.2520  0.4177
H 3.7248 -1.6484 3.0281  0.3224
C -0.7719 1.7007 -3.7410  0.6589
O -1.9241 1.5821 -4.4044  -0.7556
N 0.0116 2.7011 -4.0801  0.0939
C 1.1750 3.0319 -3.3732  -1.4034
C -0.1832 3.4795 -5.3341  -1.0303
H -0.2958 0.9874 -2.8002  -0.0173
H 1.0088 3.8086 -2.4723  0.1956
H 1.8818 3.3890 -3.8431  0.7989
H 1.7182 2.0904 -3.1811  0.4235
H 0.4643 3.3569 -6.2670  0.2610
H 0.0239 4.5758 -5.0493  0.3393
H -1.1802 3.4546 -5.4922  0.4257

Force components x, y, z for each atom (eV/Å):
1.0 0.6 1.7
0.9 0.4 -1.3
0.9 -1.4 -0.7
-2.8 0.2 0.4
-1.6 0.3 3.0
-4.8 -0.5 -5.1
1.7 3.5 -2.9
3.6 -0.5 -1.5
2.0 -0.8 3.2
-7.9 -2.1 5.5
0.5 -1.8 1.5
1.8 1.5 -1.7
0.1 0.1 0.3
0.5 -0.1 -0.1
0.9 -0.4 1.0
0.3 0.0 -0.1
0.1 0.1 1.5
2.7 1.0 -4.7
-1.1 2.4 2.6
8.5 -8.5 4.8
4.7 -0.7 -5.6
-2.1 1.6 -6.6
-5.9 5.0 -0.7
1.3 -3.0 2.8
-3.0 2.8 1.2
1.2 -1.1 -2.2
2.3 -1.9 1.0
0.3 -0.7 0.6
-5.9 4.3 -1.8
-1.5 0.7 2.1
2.8 -1.7 0.4
-1.4 0.8 1.4
-3.6 2.4 2.2
9.2 7.0 -7.4
4.0 -0.8 -0.8
-2.0 -6.1 -1.0
-1.3 0.6 0.6
2.4 1.0 -1.3
5.0 1.3 0.0
-2.3 -1.2 0.0
-1.7 0.0 0.1
0.2 -0.1 0.1
-7.0 -4.8 4.5
0.1 -0.8 0.7
-1.5 -0.4 0.7
-1.8 1.9 1.6
-2.2 -2.1 -0.1
-2.6 2.1 -1.3
2.6 -0.6 -1.9
1.6 2.7 5.0
-0.4 -3.9 3.2
-3.7 -1.7 -2.0
4.4 -0.6 -1.7
-2.0 -0.4 1.9
-1.8 0.1 -0.1
-0.7 1.5 -2.5
2.0 1.6 -0.9
3.6 1.4 0.8
-0.8 -0.3 -0.1
0.1 0.3 -0.3
0.3 0.9 0.6
0.6 1.2 0.4
-4.2 -6.5 5.0
-2.7 -2.9 -2.4
-0.4 2.5 -3.5
2.5 2.1 -0.1
-1.2 -2.6 2.8
0.4 0.1 -0.5
-1.2 1.8 -3.2
1.2 0.6 -0.2
0.3 -0.8 3.7
2.5 2.5 -2.1
-0.4 -0.5 0.3
2.1 1.6 -0.8
-4.4 -2.0 -1.0
4.8 -0.6 3.3
1.2 1.3 -2.5
-4.4 -2.9 7.2
2.7 2.5 1.5
-1.7 2.0 -2.5
0.2 -2.2 -1.6
6.2 4.5 -5.9
-0.7 0.1 1.6
-0.7 -0.9 1.5
-0.2 -1.4 -0.3
-3.1 -0.3 -1.3

Output
energy relative to the best compared isomer or geometry (same formula, charge and spin) = 28.7 kcal/mol
LUMO level = 0.86 eV
energy = -2712.1639 hartree
total charge = -1

=====

Record 3
# C2H8N2O

A 2-piece molecular cluster, C2H8N2O overall (ωB97M-V with the def2-TZVPD basis set, the OMol25 dataset).

Last column: Mulliken charge in e.
Atoms and positions in Å:
C 2.0728 -0.0150 0.4834  -0.7860
N 1.0953 -0.0560 -0.6150  -0.6186
H 3.0952 -0.1529 0.1393  0.2988
H 2.0408 0.9588 0.9693  0.2721
H 1.8054 -0.7659 1.2205  0.2984
H 0.8043 -1.0086 -0.8117  0.2463
H 1.4746 0.3367 -1.4643  0.1848
C -2.5200 -0.2087 -0.2951  0.0442
N -1.5510 0.4707 0.3615  -0.2457
O -2.3648 -0.8115 -1.3341  -0.5713
H -3.5102 -0.1205 0.1847  0.3204
H -0.5891 0.4196 -0.0260  0.3598
H -1.8534 0.9535 1.1876  0.1967

Force components x, y, z for each atom (eV/Å):
-0.2 0.3 -0.3
0.0 -0.2 0.2
0.2 -0.3 0.1
-0.1 0.1 0.1
0.1 -0.1 0.1
0.1 0.1 -0.1
0.0 0.0 -0.1
0.1 0.5 0.0
-0.5 -0.5 -0.4
0.1 -0.3 -0.1
0.0 -0.1 0.1
-0.2 0.3 0.5
0.5 0.1 0.1

Output
energy relative to the best compared isomer or geometry (same formula, charge and spin) = 17.5 kcal/mol
LUMO level = 0.91 eV
energy = -265.7552 hartree

=====

Record 4
# C3H12N2S

A 2-piece molecular cluster, C3H12N2S overall in a non-equilibrium geometry (ωB97M-V with the def2-TZVPD basis set, the OMol25 dataset).

Last column: Mulliken charge in e.
Atoms and positions in Å:
C 0.1945 -3.3133 1.8478  -1.3725
C -0.7532 -2.1228 1.4811  -0.0815
S -1.4993 -1.3117 2.8965  -0.2230
H 1.2545 -3.0702 1.7728  0.6302
H 0.0139 -3.5945 2.8671  0.3187
H -0.1319 -4.1718 1.2396  0.2703
H -1.7019 -2.5799 1.1033  0.3773
H -0.3750 -1.3924 0.7987  -0.6137
H -0.8465 -0.1773 3.1709  0.2681
N 1.6023 2.9511 -1.8873  -0.5734
C 0.4019 2.1409 -1.3728  -1.9437
N -0.8376 2.0291 -2.2895  -0.6295
H 1.3510 4.0053 -1.9173  0.3272
H 2.3212 2.3365 -2.3660  0.4037
H -0.0384 2.6115 -0.5102  0.3845
H 0.6727 1.0299 -1.0867  0.8843
H -0.5726 1.6177 -3.2891  0.2623
H -1.0555 3.0119 -2.4591  0.3108

Force components x, y, z for each atom (eV/Å):
-0.8 0.7 -0.6
-0.7 -1.5 0.7
-0.9 0.0 1.0
0.0 -0.1 -0.3
-0.1 -0.1 0.6
0.7 0.2 -0.1
0.9 0.4 -0.3
0.3 0.3 -0.5
0.7 0.2 -0.4
-2.2 -0.9 1.1
0.4 -1.4 -1.7
2.1 -0.5 -1.8
1.4 -2.8 -0.6
-1.3 2.1 0.5
0.3 0.1 0.5
-0.1 2.4 -0.6
-0.4 1.2 2.8
-0.3 -0.2 -0.3

Output
energy relative to the best compared isomer or geometry (same formula, charge and spin) = 36.6 kcal/mol
LUMO level (spin up / spin down) = 3.49 / 3.70 eV
spin multiplicity = 2
energy = -629.0792 hartree
expectation value of S² = 0.75
total charge = -1

=====

Record 5
# C4H34N2O13

A 13-piece molecular cluster, C4H34N2O13 overall in a non-equilibrium geometry (ωB97M-V with the def2-TZVPD basis set, the OMol25 dataset).

Last column: Mulliken charge in e.
Atoms and positions in Å:
C 0.5951 -2.5106 -1.6588  -0.9390
N -0.3353 -1.4633 -1.0562  -0.2915
C 0.2254 -0.0691 -1.1180  2.3837
C 0.1959 0.5688 0.3260  -1.4001
N -0.3540 1.8395 0.4613  0.2668
C -1.1557 2.5983 -0.5697  -0.8944
O 0.8198 0.1256 1.3258  -0.1374
H -0.0612 -3.5970 -1.5145  0.2542
H 1.5094 -2.6289 -1.0090  0.2725
H 0.8480 -2.3665 -2.7549  0.2014
H -0.5776 -1.6184 -0.0392  0.0127
H 1.2775 -0.3230 -1.3711  -0.5628
H -0.3279 0.4605 -1.9646  -1.0128
H -0.2751 2.2069 1.3767  0.0456
H -2.0503 1.9630 -0.9346  0.2151
H -1.3449 3.5403 -0.0029  0.3557
H -0.4722 2.6370 -1.4771  0.1979
H 2.7627 0.1773 -2.7723  0.3664
H 2.1694 1.5543 -2.2236  0.2955
O 2.3036 1.0207 -2.9766  -0.6669
H 4.0668 -0.1538 -0.7572  0.3538
H 3.3476 -1.5224 -1.0056  0.2815
O 3.6273 -0.7408 -1.4741  -0.6235
H -2.1030 1.6903 -3.9746  0.3020
H -1.3421 0.5115 -3.5612  0.2463
O -2.2192 0.9272 -3.4844  -0.6059
H -2.1715 -1.4146 -1.9597  0.2451
H -3.2698 -0.8589 -2.5099  0.3752
O -3.0770 -1.3944 -1.7349  -0.5383
H 2.4441 -0.6940 1.2191  0.3586
H 3.0112 0.4016 1.5765  0.3424
O 3.3205 -0.3826 1.1556  -0.4992
H -2.2232 -0.4828 1.5989  0.1736
H -2.8395 -1.0557 2.8177  0.3567
O -2.2612 -0.2861 2.4743  -0.6669
H 0.7908 3.5067 3.3797  0.2518
H -0.5767 3.2101 3.1770  0.3577
O 0.1902 3.7480 2.8009  -0.6418
H 0.9548 -2.9689 3.8924  0.2918
H 0.8175 -1.3396 3.7167  0.3062
O 0.5225 -2.0841 4.2884  -0.5193
H 0.0886 -0.9064 -4.6938  0.2927
H 0.6420 0.3884 -4.1280  0.4015
O -0.0534 -0.0152 -4.6866  -0.7819
H -3.2798 0.5440 -0.3630  0.2164
H -4.5271 0.7257 0.3249  0.3108
O -3.5755 1.0567 0.3439  -0.5798
H 0.6997 0.9957 2.8108  0.2748
H 0.4717 0.7490 4.2405  0.3273
O 1.1420 1.2329 3.6411  -0.5884
H -0.4698 -2.8436 1.9035  0.2888
H -0.0382 -4.3683 2.1356  0.2714
O 0.2241 -3.4926 1.7183  -0.5440

Force components x, y, z for each atom (eV/Å):
-2.2 -2.2 1.8
0.3 -0.3 -0.3
0.0 -1.2 0.7
-1.4 1.5 -1.3
-0.2 -1.2 -2.2
1.2 -2.2 0.2
-0.2 -0.6 -0.7
2.0 3.0 -0.6
-0.6 0.0 -0.9
-0.4 0.1 1.5
0.5 -0.5 -1.5
-0.4 1.1 0.1
1.0 -0.1 1.6
0.0 0.6 0.6
1.2 1.6 0.9
-0.3 -0.5 -1.3
-0.9 0.9 1.0
-0.2 0.9 0.8
0.0 0.4 1.5
0.1 -0.8 -2.8
-1.4 -1.7 -1.4
-0.1 -0.2 0.5
1.7 1.5 0.6
0.1 2.5 -1.6
-0.4 -0.2 -0.4
-0.4 -2.2 1.8
2.9 -0.8 1.0
-1.3 0.5 -0.2
-1.9 0.5 -0.5
-2.3 -1.9 -0.6
0.6 2.0 0.8
2.2 0.0 0.1
0.3 -0.5 -4.5
1.4 1.8 -0.6
-1.5 -1.3 5.4
5.3 -1.9 4.3
1.1 1.2 -0.9
-6.7 0.9 -3.3
-1.4 3.4 0.9
-0.1 -1.0 0.2
1.5 -2.2 -1.1
0.7 -3.7 0.1
0.2 -0.3 -0.2
-0.1 3.9 0.2
1.5 -1.6 -2.2
1.6 0.8 0.5
-3.4 0.5 1.5
0.6 -0.2 -1.0
1.7 1.2 -0.7
-2.1 -1.1 2.3
-0.2 -0.1 0.3
0.1 1.8 -0.7
0.1 -1.7 0.4

Output
energy relative to the best compared isomer or geometry (same formula, charge and spin) = 87.4 kcal/mol
LUMO level (spin up / spin down) = 2.76 / 2.63 eV
spin multiplicity = 2
energy = -1260.3006 hartree
expectation value of S² = 0.75
total charge = -1